Below is 2 unconnected molecules or ions with the total composition C20H23ClN2O5 at a distorted geometry, with properties calculated with the ωB97M-V functional and the def2-TZVPD basis.

Element x y z (Å)
O1 2.654 -2.996 -0.106
C1 2.311 -2.047 -0.886
O2 1.290 -2.160 -1.832
H1 1.087 -3.054 -1.878
C2 3.100 -0.754 -0.783
H2 3.250 -0.246 -1.541
H3 3.993 -0.664 0.105
C3 1.931 0.039 0.072
N1 0.852 0.375 -0.771
C4 0.107 1.638 -0.616
O3 0.211 2.291 0.431
C5 -1.072 1.604 -1.523
C6 -0.374 1.845 -3.145
C7 -1.784 2.033 -3.926
C8 -2.378 3.250 -3.726
C9 -2.905 3.357 -2.094
C10 -3.826 2.252 -2.125
C11 -3.160 0.881 -2.344
C12 -2.809 0.824 -3.911
H4 -3.538 1.047 -4.424
H5 -2.129 -0.160 -4.108
C13 -2.090 0.622 -1.216
H6 -1.666 -0.356 -1.577
H7 -2.464 0.633 -0.233
H8 -4.018 -0.280 -2.409
H9 -4.835 2.286 -2.823
H10 -4.185 2.172 -1.136
C14 -1.942 3.006 -1.235
H11 -1.031 3.974 -1.197
H12 -2.154 3.141 -0.204
H13 -3.554 4.143 -1.982
H14 -3.182 3.397 -4.416
H15 -1.777 4.195 -3.742
H16 -1.186 2.102 -5.031
H17 0.073 0.930 -3.249
H18 -0.018 2.621 -3.024
H19 0.580 -0.316 -1.578
C15 1.394 -0.373 1.568
C16 0.211 -1.252 1.440
C17 -0.231 -1.958 2.724
C18 0.601 -1.733 3.717
C19 1.789 -1.178 3.964
C20 2.309 -0.589 2.617
Cl1 3.874 0.295 2.588
H20 2.448 -1.380 4.611
H21 0.229 -2.363 4.427
N2 -1.388 -2.498 2.448
O4 -1.758 -2.985 3.423
O5 -2.107 -2.753 1.402
H22 -0.395 -1.297 0.679
H23 2.343 1.051 0.393

Calculated values
Largest force on an atom = 18.610 eV Å⁻¹
Relative energy (zero: lowest compared OMol25 entry of this formula, charge and spin) = 472.87 kcal per mole
E = -1721.146420 hartree
Spin multiplicity = 1
Frontier orbital gap = 7.41 eV
Total charge = 0
Lowest unoccupied orbital energy = -1.224 eV
Molecular weight = 406.9 g mol⁻¹


Below is a molecular structure, C20H23I2N2O3SW at a distorted geometry, with properties calculated with the ωB97M-V functional and the def2-TZVPD basis.

Element x y z (Å)
W1 0.005 -0.017 -0.382
C1 4.033 0.665 2.588
C2 3.314 1.201 1.375
C3 2.616 2.466 1.476
C4 1.806 2.982 0.510
C5 1.547 2.186 -0.653
C6 2.252 0.967 -0.825
C7 3.137 0.491 0.171
S1 0.455 2.682 -1.971
O1 -0.357 0.671 1.740
O2 0.857 2.157 -3.261
N1 -0.772 1.428 -1.397
C8 -2.103 1.391 -1.796
C9 -2.724 2.401 -2.465
C10 -4.097 2.199 -2.878
C11 -4.807 1.133 -2.412
C12 -4.145 0.085 -1.715
C13 -4.736 -1.150 -1.236
C14 -4.002 -2.134 -0.623
C15 -2.642 -1.906 -0.351
N2 -2.067 -0.738 -0.689
C16 -2.810 0.230 -1.359
H1 3.295 0.428 3.327
H2 4.613 1.406 3.105
H3 4.609 -0.217 2.383
H4 2.705 2.989 2.452
H5 1.200 3.831 0.728
H6 2.362 0.476 -1.855
H7 3.687 -0.408 0.000
H8 -2.166 3.207 -2.942
H9 -4.611 2.853 -3.561
H10 -5.840 0.958 -2.687
H11 -5.751 -1.305 -1.510
H12 -4.438 -3.084 -0.199
H13 -1.998 -2.565 0.226
C17 -0.498 -0.403 2.745
C18 0.808 -1.131 2.586
O3 0.801 -1.621 1.254
C19 1.975 -2.582 1.131
C20 2.680 -2.714 -0.193
H14 -0.624 -0.035 3.730
H15 -1.357 -1.035 2.608
H16 -0.911 1.379 2.064
H17 0.970 -1.958 3.288
H18 1.628 -0.443 2.714
H19 1.667 -3.548 1.431
H20 2.629 -2.138 1.803
H21 2.244 -3.341 -0.965
H22 3.720 -3.009 -0.137
H23 2.961 -1.788 -0.707
I1 0.288 -1.999 -2.318
I2 -1.410 -1.592 -4.347

Calculated values
Largest force on an atom = 2.685 eV Å⁻¹
Relative energy (zero: lowest compared OMol25 entry of this formula, charge and spin) = 0.00 kcal per mole
E = -2170.726565 hartree
Spin multiplicity = 3
Frontier orbital gap (spin up / spin down) = 6.26 / 6.63 eV
Total charge = +3
Lowest unoccupied orbital energy (spin up / spin down) = -11.506 / -11.207 eV
Molecular weight = 809.1 g mol⁻¹


Below is a single C20H23N3O2 molecule at a distorted geometry, with properties calculated with the ωB97M-V functional and the def2-TZVPD basis.

Element x y z (Å)
C1 0.437 -4.335 2.167
C2 1.561 -3.818 1.194
O1 2.403 -4.592 0.863
N1 1.519 -2.613 0.759
C3 2.672 -1.986 0.143
C4 2.959 -0.765 0.721
C5 1.786 0.274 0.850
N2 0.655 -0.115 1.747
C6 -0.091 0.928 1.450
C7 -1.118 1.488 2.052
C8 -2.008 2.521 1.821
C9 -1.368 3.366 0.681
C10 -0.170 3.073 0.286
C11 0.539 2.051 0.557
N3 1.657 1.350 0.177
C12 2.172 1.707 -1.188
C13 1.449 1.232 -2.195
O2 0.794 0.022 -2.230
C14 -0.408 -0.113 -1.599
C15 -0.626 -1.345 -1.136
C16 -2.088 -1.618 -0.758
C17 -2.746 -0.453 -0.709
C18 -2.684 0.733 -1.291
C19 -3.731 1.746 -1.286
C20 -1.483 0.782 -2.042
H1 0.386 -3.602 2.938
H2 -0.415 -4.164 1.565
H3 0.666 -5.231 2.401
H4 0.958 -1.975 1.032
H5 3.568 -2.653 0.228
H6 2.267 -1.819 -1.060
H7 3.929 -0.177 0.341
H8 3.244 -1.064 1.779
H9 -1.576 0.692 2.987
H10 -2.859 2.703 2.531
H11 -1.928 4.426 0.693
H12 0.122 3.605 -0.491
H13 3.212 1.100 -1.010
H14 2.577 2.709 -1.182
H15 2.110 1.360 -2.973
H16 0.706 2.098 -2.519
H17 0.064 -2.034 -1.226
H18 -2.251 -2.587 -0.357
H19 -3.814 -0.781 -0.387
H20 -3.150 2.738 -1.648
H21 -4.041 1.880 -0.301
H22 -4.674 1.380 -1.952
H23 -1.185 1.875 -2.421

Calculated values
Largest force on an atom = 12.884 eV Å⁻¹
Relative energy (zero: lowest compared OMol25 entry of this formula, charge and spin) = 311.39 kcal per mole
SMILES string = CC(=O)NCCc1nc2ccccc2n1CCOc1cccc(C)c1
E = -1090.241241 hartree
Spin multiplicity = 1
Frontier orbital gap = 8.53 eV
Total charge = 0
Lowest unoccupied orbital energy = 0.403 eV
Molecular weight = 337.4 g mol⁻¹


Below is a single C20H23N3O3 molecule, with properties calculated with the ωB97M-V functional and the def2-TZVPD basis.

Element x y z (Å)
C1 2.361 1.972 -0.392
O1 2.047 0.614 -0.213
C2 2.720 -0.093 0.751
C3 3.562 0.455 1.702
C4 4.167 -0.359 2.650
C5 3.944 -1.724 2.668
C6 4.599 -2.611 3.683
C7 3.104 -2.278 1.707
C8 2.497 -1.484 0.751
N1 1.658 -1.983 -0.252
C9 1.072 -3.197 -0.332
O2 1.224 -4.119 0.440
C10 0.130 -3.292 -1.545
N2 -0.923 -2.303 -1.480
C11 -0.773 -1.055 -1.955
O3 0.226 -0.675 -2.540
C12 -1.980 -0.154 -1.704
C13 -1.537 1.305 -1.564
C14 -2.678 2.177 -1.115
C15 -2.580 3.559 -1.237
C16 -3.608 4.383 -0.823
C17 -4.756 3.831 -0.277
C18 -4.861 2.459 -0.148
C19 -3.829 1.625 -0.559
C20 -3.973 0.127 -0.420
N3 -2.723 -0.606 -0.536
H1 2.043 2.576 0.466
H2 1.810 2.282 -1.279
H3 3.432 2.118 -0.561
H4 3.750 1.517 1.723
H5 4.819 0.091 3.384
H6 5.054 -2.025 4.478
H7 5.376 -3.211 3.210
H8 3.872 -3.294 4.118
H9 2.917 -3.339 1.699
H10 1.446 -1.304 -0.979
H11 -0.306 -4.291 -1.575
H12 0.706 -3.109 -2.458
H13 -1.751 -2.493 -0.934
H14 -2.649 -0.251 -2.571
H15 -1.131 1.663 -2.512
H16 -0.727 1.356 -0.827
H17 -1.685 3.985 -1.668
H18 -3.517 5.454 -0.926
H19 -5.564 4.468 0.049
H20 -5.753 2.022 0.278
H21 -4.431 -0.120 0.541
H22 -4.643 -0.241 -1.209
H23 -2.158 -0.428 0.293

Calculated values
Largest force on an atom = 0.681 eV Å⁻¹
Relative energy (zero: lowest compared OMol25 entry of this formula, charge and spin) = 14.51 kcal per mole
SMILES string = COc1ccc(C)cc1NC(=O)CNC(=O)[C@@H]1Cc2ccccc2CN1
E = -1165.965023 hartree
Spin multiplicity = 1
Frontier orbital gap = 8.64 eV
Total charge = 0
Lowest unoccupied orbital energy = 0.670 eV
Molecular weight = 353.4 g mol⁻¹


Below is a single C20H23N3O3 molecule, with properties calculated with the ωB97M-V functional and the def2-TZVPD basis.

Element x y z (Å)
C1 -1.924 -1.896 1.964
C2 -0.800 -2.736 1.425
C3 -0.471 -3.960 1.993
C4 0.571 -4.695 1.454
N1 1.284 -4.306 0.401
C5 0.977 -3.140 -0.164
C6 1.764 -2.739 -1.379
C7 -0.047 -2.327 0.328
C8 -0.355 -1.032 -0.366
O1 -1.043 -0.964 -1.370
N2 0.196 0.070 0.207
C9 -0.001 1.383 -0.372
C10 0.822 1.574 -1.654
C11 2.323 1.598 -1.392
C12 2.722 2.840 -0.640
C13 3.824 2.840 0.212
C14 4.189 3.980 0.906
C15 3.440 5.141 0.759
C16 2.339 5.146 -0.078
C17 1.973 4.003 -0.786
C18 0.765 4.077 -1.687
N3 0.437 2.807 -2.323
C19 -0.463 2.847 -3.339
O2 -0.929 3.902 -3.745
C20 -0.913 1.539 -3.981
O3 -1.670 1.817 -5.125
H1 -2.530 -1.486 1.155
H2 -2.567 -2.485 2.615
H3 -1.538 -1.055 2.545
H4 -1.023 -4.340 2.843
H5 0.845 -5.651 1.887
H6 1.145 -2.819 -2.274
H7 2.105 -1.703 -1.314
H8 2.625 -3.394 -1.483
H9 0.770 -0.046 1.024
H10 -1.058 1.506 -0.614
H11 0.270 2.131 0.375
H12 0.588 0.739 -2.310
H13 2.618 0.708 -0.832
H14 2.842 1.554 -2.354
H15 4.400 1.929 0.328
H16 5.049 3.965 1.562
H17 3.713 6.038 1.299
H18 1.749 6.049 -0.190
H19 -0.095 4.450 -1.118
H20 0.935 4.807 -2.478
H21 -0.042 0.947 -4.276
H22 -1.473 0.947 -3.246
H23 -1.971 2.734 -5.024

Calculated values
Largest force on an atom = 0.195 eV Å⁻¹
Relative energy (zero: lowest compared OMol25 entry of this formula, charge and spin) = 9.62 kcal per mole
SMILES string = Cc1ccnc(C)c1C(=O)NC[C@@H]1Cc2ccccc2CN1C(=O)CO
E = -1165.972809 hartree
Spin multiplicity = 1
Frontier orbital gap = 9.68 eV
Total charge = 0
Lowest unoccupied orbital energy = 0.402 eV
Molecular weight = 353.4 g mol⁻¹


Below is a single C20H23N5O3 molecule, with properties calculated with the ωB97M-V functional and the def2-TZVPD basis.

Element x y z (Å)
C1 4.210 2.651 -0.027
C2 3.456 1.571 -0.807
C3 2.436 0.915 0.072
N1 2.816 -0.091 0.844
C4 4.092 -0.739 0.967
C5 3.936 -2.262 0.912
C6 3.412 -2.767 -0.439
N2 2.006 -2.522 -0.611
C7 0.996 -3.145 0.069
C8 -0.165 -2.597 -0.388
N3 0.109 -1.655 -1.329
C9 1.407 -1.634 -1.440
C10 1.098 1.350 0.116
C11 0.655 2.500 -0.649
O1 1.335 3.245 -1.332
N4 -0.698 2.782 -0.545
C12 -1.656 2.117 0.172
O2 -2.803 2.489 0.220
N5 -1.192 1.011 0.851
C13 -2.199 0.239 1.568
C14 -3.277 -0.280 0.653
C15 -2.990 -0.673 -0.647
C16 -3.994 -1.167 -1.462
C17 -5.290 -1.275 -0.988
C18 -5.580 -0.886 0.308
C19 -4.579 -0.389 1.123
C20 0.131 0.626 0.919
O3 0.425 -0.314 1.667
H1 4.990 3.080 -0.650
H2 4.665 2.243 0.874
H3 3.521 3.442 0.253
H4 2.962 2.042 -1.653
H5 4.160 0.827 -1.186
H6 2.044 -0.474 1.417
H7 4.533 -0.469 1.935
H8 4.779 -0.412 0.185
H9 4.910 -2.715 1.102
H10 3.252 -2.582 1.700
H11 3.948 -2.280 -1.258
H12 3.589 -3.846 -0.507
H13 1.184 -3.909 0.795
H14 -1.174 -2.816 -0.104
H15 1.953 -0.999 -2.110
H16 -1.015 3.596 -1.060
H17 -1.668 -0.590 2.046
H18 -2.644 0.874 2.340
H19 -1.982 -0.603 -1.030
H20 -3.758 -1.467 -2.472
H21 -6.072 -1.659 -1.627
H22 -6.590 -0.963 0.684
H23 -4.811 -0.077 2.131

Calculated values
Largest force on an atom = 0.587 eV Å⁻¹
Relative energy (zero: lowest compared OMol25 entry of this formula, charge and spin) = 0.00 kcal per mole
SMILES string = CC/C(NCCCn1ccnc1)=C1\C(=O)NC(=O)N(Cc2ccccc2)C1=O
E = -1275.523280 hartree
Spin multiplicity = 1
Frontier orbital gap = 8.96 eV
Total charge = 0
Lowest unoccupied orbital energy = 0.323 eV
Molecular weight = 381.4 g mol⁻¹